Entry from OMol25: a cluster of 2 separate species, C2H7N2O2 in total at a distorted geometry (ωB97M-V/def2-TZVPD).

```
13
Properties=species:S:1:pos:R:3:mulliken_charge:R:1
O 0.48 -4.00 -0.14 -0.6559
O -1.45 -2.87 -0.54 -0.6417
N -0.02 1.58 1.24 -0.6653
N 0.11 0.83 -1.09 -0.6067
C -0.31 -3.04 -0.05 0.2139
C 0.21 1.95 -0.17 -0.3213
H 0.08 -2.09 0.48 0.0735
H 0.67 0.03 -0.83 0.2365
H -0.54 2.70 -0.39 0.2760
H 1.23 2.37 -0.26 0.2874
H -0.83 0.48 -1.23 0.2678
H -0.51 0.68 1.29 0.2881
H 0.87 1.40 1.69 0.2476
```

Output
Charge   -1
Maximum force   1.5 eV/Å
Kohn-Sham gap   7.7005 eV
DFT total energy   -9263.8599 eV
Energy relative to the best compared isomer or geometry (same formula, charge and spin)   19.3 kcal/mol